ORCA calculation (the ωB97M-V functional and the def2-TZVPD basis) on C3H3NO2 in the gas phase in a non-equilibrium geometry.

Structure (ORCA input):
```
! wB97M-V def2-TZVPD RIJCOSX def2/J DEFGRID3
* xyz 0 1
O 1.7805 -0.9445 0.2376
C 0.5703 -0.5313 0.0625
C -0.8302 -0.9201 0.5392
C -1.4411 0.1856 0.0896
N -0.6907 1.1246 -0.6409
O 0.6866 0.8234 -0.2381
H -1.1631 -1.8526 1.1347
H -2.4684 0.3937 0.0044
H -1.0637 2.1501 -0.7972
*
```

## Properties
SMILES string = O=c1cc[nH]o1
ΔE to the lowest compared entry with this formula, charge and spin = 395.4 kJ/mol
Kohn-Sham gap = 9.7 eV
LUMO energy = 0.5 eV

Atomic partial charges in e from the natural (NBO) method, atoms 1 to 2: -0.58 0.70

ORCA calculation (the ωB97M-V functional and the def2-TZVPD basis) on 2 unconnected molecules or ions with the total composition C2H4NO3 in a non-equilibrium geometry.

Structure (ORCA input):
```
! wB97M-V def2-TZVPD RIJCOSX def2/J DEFGRID3
* xyz -1 1
C 2.3610 0.3165 0.2035
C -2.3198 -0.2649 -0.3656
N -1.0754 -0.1696 0.2422
O -0.4507 -1.2326 0.3610
O 2.9921 -0.6529 -0.1004
O -0.5699 0.8562 0.7837
H 2.9604 1.2831 0.2428
H -2.7177 0.6641 -0.6426
H 1.2112 0.2362 0.3465
H -2.3913 -1.0361 -1.0711
*
```

## Properties
ΔE to the lowest compared entry with this formula, charge and spin = 554.1 kJ/mol
Kohn-Sham gap (alpha / beta) = 7.5 / 7.5 eV
LUMO energy (alpha / beta) = 4.2 / 4.2 eV

Atomic partial charges in e from the natural (NBO) method, atoms 1 to 2: 0.24 -0.55

ORCA calculation (the ωB97M-V functional and the def2-TZVPD basis) on C13H19N5O in the gas phase in a non-equilibrium geometry.

Structure (ORCA input):
```
! wB97M-V def2-TZVPD RIJCOSX def2/J DEFGRID3
* xyz 0 1
C -2.9367 -1.4258 1.9521
C -3.0482 -1.6583 0.4507
C -3.4614 -0.3796 -0.2882
N -2.4478 0.6309 -0.1987
N -2.4963 1.6548 0.6777
N -1.4304 2.3160 0.5519
N -0.6298 1.8020 -0.3766
C -1.2560 0.7432 -0.8532
N -0.8628 -0.0602 -1.8705
C 0.5684 -0.1606 -2.1295
C 1.2633 -0.9052 -1.0151
C 0.9315 -2.2233 -0.7468
C 1.4675 -2.8923 0.3398
C 2.3480 -2.2264 1.1719
C 2.7032 -0.9143 0.9157
C 2.1735 -0.2370 -0.1803
O 2.5048 1.0243 -0.5469
C 3.0937 1.9073 0.3899
C 2.1313 2.2981 1.5049
H -2.6031 -2.3316 2.4519
H -2.2225 -0.6340 2.1658
H -3.8992 -1.1341 2.3651
H -3.7944 -2.4285 0.2469
H -2.0861 -2.0112 0.0692
H -3.6627 -0.5866 -1.3448
H -4.3606 0.0402 0.1682
H -1.3556 -0.9417 -1.9186
H 0.9612 0.8536 -2.1916
H 0.6937 -0.6686 -3.0886
H 0.2414 -2.7375 -1.4038
H 1.1971 -3.9187 0.5355
H 2.7692 -2.7309 2.0289
H 3.4004 -0.4238 1.5764
H 4.0242 1.4853 0.7927
H 3.3468 2.7864 -0.2082
H 1.9206 1.4508 2.1536
H 2.5634 3.0975 2.1000
H 1.1950 2.6375 1.0688
*
```

## Properties
SMILES string = CCCn1nnnc1NCc1ccccc1OCC
ΔE to the lowest compared entry with this formula, charge and spin = 0.0 kJ/mol
Kohn-Sham gap = 9.2 eV
LUMO energy = 0.7 eV

Atomic partial charges in e from the natural (NBO) method, atoms 1 to 2: -0.61 -0.40

ORCA calculation (the ωB97M-V functional and the def2-TZVPD basis) on a molecular structure, C26H45IrN7PS4.

Structure (ORCA input):
```
! wB97M-V def2-TZVPD RIJCOSX def2/J DEFGRID3
* xyz 0 5
Ir -0.2330 -1.5929 0.7222
S 0.3906 -3.5226 -0.3789
C 2.0280 -3.4798 0.2118
S 2.2328 -2.2273 1.3688
C 3.0111 -4.3073 -0.2547
C 4.3525 -4.1862 0.2195
N 5.4353 -4.0790 0.5930
C 2.7397 -5.2839 -1.2610
N 2.5122 -6.0634 -2.0758
N 0.7069 -1.0737 3.9283
N -0.3464 -1.5047 3.0429
H 1.1476 -0.2795 3.4722
H 1.4097 -1.8073 3.8979
H -1.1798 -0.9690 3.2742
H -0.5867 -2.4717 3.2649
C -4.0743 -3.1630 -0.1916
N -4.3607 -2.8362 1.1943
C -3.5311 -3.1028 2.2024
S -2.1110 -4.0016 1.9950
N -3.8586 -2.6114 3.4169
C -5.1116 -1.9470 3.7264
H -4.7293 -2.5608 -0.8177
H -4.2472 -4.2203 -0.3888
H -3.0359 -2.9309 -0.4245
H -5.1142 -2.1852 1.3538
H -3.3092 -2.9863 4.1708
H -5.9722 -2.5966 3.5417
H -5.2183 -1.0287 3.1457
H -5.1047 -1.6752 4.7785
S -4.6112 0.6496 0.8542
C -3.1782 -0.0940 0.8754
N -2.1349 -0.6330 0.8852
C -2.0973 2.3316 -3.3745
C -1.6712 0.8737 -3.6131
C -1.1084 0.2362 -2.3345
C -0.3663 1.3024 -1.5132
C -1.3997 2.2925 -0.9442
C -2.5590 2.5160 -1.9334
P 0.7562 0.5118 -0.2826
C 1.1870 1.6959 1.0732
C 0.0528 1.9485 2.0763
C 0.6132 2.5288 3.3856
C 1.8235 3.4407 3.1313
C 1.6960 4.0997 1.7643
C 1.8011 3.0484 0.6479
C 2.3522 0.2879 -1.1962
C 2.8552 1.5265 -1.9932
C 2.8841 1.2766 -3.4990
C 3.8090 0.1111 -3.8586
C 3.6798 -1.0396 -2.8429
C 2.3538 -0.9571 -2.0945
H -2.8863 2.6127 -4.0733
H -1.2590 3.0069 -3.5740
H -0.9226 0.8302 -4.4085
H -2.5255 0.2866 -3.9570
H -0.4715 -0.6139 -2.5823
H -1.9184 -0.1620 -1.7174
H 0.2940 1.8471 -2.1963
H -0.9105 3.2442 -0.7221
H -1.8078 1.9191 -0.0057
H -2.9809 3.5103 -1.7802
H -3.3637 1.8082 -1.7184
H 1.9643 1.1200 1.5980
H -0.5215 1.0415 2.2670
H -0.6525 2.6564 1.6399
H 0.8913 1.7287 4.0757
H -0.1786 3.0926 3.8838
H 2.7502 2.8591 3.1602
H 1.9064 4.1870 3.9220
H 2.4628 4.8616 1.6174
H 0.7331 4.6155 1.7050
H 2.8504 2.8989 0.3894
H 1.3076 3.4298 -0.2480
H 3.0575 0.0762 -0.3849
H 3.8669 1.7700 -1.6560
H 2.2558 2.4120 -1.7941
H 3.2022 2.1856 -4.0133
H 1.8680 1.0702 -3.8501
H 4.8426 0.4621 -3.8927
H 3.5702 -0.2430 -4.8634
H 4.4920 -0.9981 -2.1109
H 3.7685 -2.0050 -3.3426
H 2.2001 -1.8455 -1.4920
H 1.5346 -0.9249 -2.8168
*
```

## Properties
ΔE to the lowest compared entry with this formula, charge and spin = 0.0 kJ/mol
Kohn-Sham gap (alpha / beta) = 7.5 / 5.7 eV
LUMO energy (alpha / beta) = 0.2 / -2.7 eV

Atomic partial charges in e from the natural (NBO) method, atoms 1 to 2: 0.93 0.04

Electronic energy for every record listed, in sequence, given in hartree: -321.2271 -358.9698 -855.7547 -3439.3918.